Entry 1:
{
  "formula": "C2HBr3N2O",
  "method": "ωB97M-V/def2-TZVPD",
  "e_lumo_ev": [-2.1, -2.1],
  "gap_ev": [7.77, 7.77],
  "spin_multiplicity": 1,
  "smiles": "[O-]/[N+](Br)=N/Br.C#CBr",
  "e_tot_ha": -7983.33896,
  "total_charge": 0,
  "symbols": ["Br", "Br", "Br", "O", "N", "N", "C", "C", "H"],
  "coordinates": [[-0.2317, 2.6744, 0.8739], [1.8400, -0.4081, -2.0880], [2.7779, -0.8231, 1.0559], [-0.0833, -1.1297, 1.1089], [0.6485, -0.8738, 0.2276], [0.5008, -0.6428, -0.9750], [-1.9300, 0.3907, -0.1130], [-1.2029, 1.3067, 0.1878], [-2.3193, -0.4942, -0.2782]],
  "atomic_forces_ev_per_a": [[-0.2, -0.4, -0.4], [1.3, 0.3, -0.8], [-0.9, 0.1, -0.5], [-0.3, -0.1, -0.1], [2.3, -0.3, 0.0], [-1.5, -0.7, 1.4], [2.5, 4.7, 1.1], [-1.1, 0.0, 0.2], [-2.0, -3.6, -0.9]]
}

---

Entry 2:
{
  "formula": "C4H9NO",
  "method": "ωB97M-V/def2-TZVPD",
  "e_lumo_ev": 1.0,
  "gap_ev": 10.79,
  "spin_multiplicity": 1,
  "smiles": "C[C@@H](O)[C@H]1CN1",
  "e_tot_ha": -287.76292,
  "total_charge": 0,
  "symbols": ["O", "N", "C", "C", "C", "C", "H", "H", "H", "H", "H", "H", "H", "H", "H"],
  "coordinates": [[-1.0929, -0.8973, 1.0910], [0.2091, 1.5365, 0.4296], [-0.2896, -0.8975, -0.0683], [-1.0075, 1.6235, -0.3867], [1.0559, -1.5678, 0.1819], [-0.0572, 0.5132, -0.5811], [-0.8603, -1.4654, -0.8152], [0.8984, 2.2192, 0.1299], [-0.6376, -0.3252, 1.7272], [1.6510, -1.6178, -0.7379], [0.5667, 0.5554, -1.4770], [-1.0691, 2.3361, -1.2040], [0.9190, -2.5794, 0.5730], [-1.9022, 1.5408, 0.2233], [1.6161, -0.9744, 0.9144]],
  "atomic_forces_ev_per_a": [[0.1, 0.1, 0.2], [0.2, 0.2, 0.0], [0.1, 0.0, -0.2], [-0.3, 0.2, 0.1], [0.1, 0.0, 0.0], [0.0, -0.2, -0.1], [0.1, 0.2, 0.1], [0.0, -0.2, 0.0], [-0.1, 0.0, 0.0], [-0.1, 0.0, 0.1], [-0.2, 0.0, 0.1], [0.1, 0.1, 0.2], [0.0, 0.1, -0.1], [0.0, -0.3, -0.4], [0.0, -0.1, -0.1]]
}

---

Entry 3:
{
  "formula": "H18O9",
  "method": "ωB97M-V/def2-TZVPD",
  "e_lumo_ev": -0.6,
  "gap_ev": 9.81,
  "spin_multiplicity": 1,
  "smiles": "O.O.O.O.O.O.O.O.O",
  "e_tot_ha": -687.94057,
  "total_charge": 0,
  "symbols": ["O", "O", "O", "O", "O", "O", "O", "O", "O", "H", "H", "H", "H", "H", "H", "H", "H", "H", "H", "H", "H", "H", "H", "H", "H", "H", "H"],
  "coordinates": [[0.3817, -1.7155, -0.6831], [-2.2251, -0.5545, -0.3452], [2.8596, -0.9935, -0.0219], [1.8562, 2.9011, 1.1489], [-2.1403, 2.4350, -1.6696], [1.1691, -2.5241, 1.8149], [0.0806, 0.9572, 0.5681], [-0.8302, 0.3469, -2.8930], [0.1718, -0.1766, 3.1124], [1.8451, 3.4811, 0.3875], [1.1096, -2.1932, 0.9187], [0.6716, -0.9072, 2.7482], [2.0360, -1.2246, -0.4514], [0.4787, -2.2099, -1.4970], [0.3470, -2.9947, 1.9521], [-0.8267, 0.6861, 0.4277], [3.4964, -1.6158, -0.3734], [-2.6599, 2.0044, -0.9908], [-3.0233, -0.9590, -0.6850], [-1.5542, 3.0194, -1.1887], [1.1553, 2.2713, 0.9811], [0.6022, 0.2893, 0.1230], [-0.5244, -1.4072, -0.6962], [0.1263, 0.4616, 2.4005], [-1.2295, 0.6278, -2.0696], [-1.2377, 0.9009, -3.5587], [-2.1361, -0.9063, 0.5405]],
  "atomic_forces_ev_per_a": [[0.0, -0.3, -0.2], [0.3, 0.1, 0.0], [0.4, 0.3, 0.1], [0.4, 0.5, 0.2], [-0.2, 0.0, -0.1], [0.2, -0.2, 0.7], [-0.3, 0.2, -0.1], [0.4, -0.9, -0.2], [-0.7, 0.2, 0.6], [0.1, 0.1, -0.1], [0.1, 0.0, -0.2], [0.4, -0.5, -0.1], [-0.1, 0.1, -0.2], [0.1, -0.1, -0.4], [-0.2, -0.2, 0.1], [-0.3, 0.2, -0.1], [0.3, -0.1, 0.0], [-0.3, 0.0, 0.2], [-0.3, -0.1, -0.3], [0.3, 0.2, 0.1], [-0.2, -0.2, 0.0], [0.5, -0.2, -0.2], [-0.7, 0.3, -0.2], [0.2, 0.2, -0.1], [-0.1, 0.4, 0.0], [-0.1, 0.2, 0.0], [-0.1, -0.2, 0.6]]
}

---

Entry 4:
{
  "formula": "C29H36F3FeNPS4",
  "method": "ωB97M-V/def2-TZVPD",
  "s_squared": 6.014,
  "e_lumo_ev": [2.4, 2.4],
  "gap_ev": [6.14, 6.11],
  "spin_multiplicity": 5,
  "e_tot_ha": -4678.91838,
  "total_charge": -1,
  "symbols": ["Fe", "S", "S", "S", "S", "P", "F", "F", "F", "N", "C", "C", "C", "C", "C", "C", "C", "C", "C", "C", "C", "C", "C", "C", "C", "C", "C", "C", "C", "C", "C", "C", "C", "C", "C", "C", "C", "C", "C", "H", "H", "H", "H", "H", "H", "H", "H", "H", "H", "H", "H", "H", "H", "H", "H", "H", "H", "H", "H", "H", "H", "H", "H", "H", "H", "H", "H", "H", "H", "H", "H", "H", "H", "H", "H"],
  "coordinates": [[0.8597, -0.8290, 0.9306], [1.2711, -3.4018, 1.0212], [-0.4346, -1.8625, 3.7244], [2.9435, -1.0093, 2.3035], [-0.8332, 0.8265, 1.9298], [-0.7015, 1.4408, -1.3239], [3.4887, 0.0092, -0.5691], [1.8346, 0.6523, -1.7764], [2.4210, -1.4244, -1.7886], [-1.0400, -1.7833, 0.3895], [-0.4957, -0.2994, 4.4421], [-3.4024, -2.0061, 0.4332], [-2.3255, -0.1710, 1.7208], [-0.7713, 1.0012, -3.1672], [-0.3538, -0.1152, 5.8366], [0.4367, -3.4269, -0.6037], [-3.3277, -3.1349, -0.3543], [0.2390, 3.0267, -0.9106], [1.4629, 2.7803, -0.0213], [3.7008, -2.2240, 1.3054], [-2.0808, -3.6075, -0.7362], [-2.4617, 2.1009, -1.1542], [-0.6285, -0.5197, -3.2958], [-0.5645, 2.2844, 5.6532], [5.7309, -3.1390, 0.3115], [-2.7892, 3.3651, -1.9510], [-0.3832, 1.1327, 6.4215], [-0.6789, 0.8835, 3.6962], [3.6426, -4.2093, -0.1279], [0.1670, 1.6857, -4.1587], [5.0947, -2.2090, 1.1079], [2.2190, -0.3688, -0.8887], [-3.4909, 0.9934, -1.4674], [3.0020, -3.2606, 0.6631], [-0.7192, 2.1454, 4.2868], [-2.2285, -1.3525, 0.7976], [-0.9534, -2.9154, -0.3357], [5.0080, -4.1459, -0.3267], [0.6448, 3.9895, -2.0259], [-0.2593, 1.2155, 7.4958], [0.3997, -0.8282, -3.1110], [0.3902, -4.4262, -1.0364], [-1.7922, 1.2538, -3.4673], [1.4173, 3.5461, -2.6532], [-0.8673, 3.0139, 3.6555], [-0.1872, 4.2833, -2.6632], [-4.2354, 1.3478, -2.1845], [-3.8037, 3.7082, -1.7247], [-1.9793, -4.5118, -1.3209], [5.5051, -4.8716, -0.9580], [0.0418, 1.2211, -5.1422], [-2.7426, 3.1758, -3.0271], [-0.5836, 3.2647, 6.1117], [-0.0450, 2.7471, -4.2657], [-4.0326, 0.6779, -0.5754], [-4.2281, -3.6582, -0.6508], [-2.5387, 2.3538, -0.0919], [-4.3555, -1.6281, 0.7791], [6.8048, -3.0764, 0.1770], [1.2105, 1.5615, -3.8706], [5.6612, -1.4177, 1.5813], [-2.1094, 4.1837, -1.7216], [-3.1486, 0.4737, 1.4090], [1.0699, 4.8961, -1.5837], [2.3462, 2.5471, -0.6130], [-0.2015, -1.0002, 6.4409], [-0.5058, 3.5343, -0.2866], [3.0575, -4.9993, -0.5853], [0.9789, -2.7680, -1.2792], [-3.0405, 0.0954, -1.8925], [-1.2679, -1.0518, -2.5875], [1.6745, 3.6804, 0.5632], [1.3183, 1.9616, 0.6809], [-2.5478, -0.5723, 2.7129], [-0.9063, -0.8354, -4.3068]],
  "atomic_forces_ev_per_a": [[0.8, -0.1, 0.4], [0.0, 0.0, -0.1], [0.0, 0.0, -0.1], [-0.4, 0.1, 0.0], [0.3, 0.0, 0.0], [-0.4, 0.1, 0.0], [-0.1, 0.0, -0.1], [0.0, -0.1, -0.1], [0.0, 0.0, 0.1], [-0.1, -0.3, -0.2], [0.0, -0.1, 0.0], [-0.1, 0.0, 0.0], [-0.1, 0.0, 0.1], [0.0, 0.1, 0.0], [0.0, 0.0, 0.0], [0.0, -0.1, -0.1], [0.0, 0.0, 0.0], [0.0, 0.0, -0.1], [0.0, 0.1, 0.0], [0.2, 0.0, 0.0], [0.0, -0.1, 0.0], [0.1, 0.1, -0.1], [0.0, 0.0, 0.0], [0.0, 0.0, 0.0], [0.0, 0.0, 0.0], [0.0, 0.0, 0.0], [0.0, 0.0, 0.0], [-0.1, 0.1, -0.1], [0.0, 0.0, 0.0], [0.0, -0.1, 0.0], [-0.1, 0.0, 0.0], [-0.2, 0.0, 0.1], [0.0, 0.0, 0.0], [-0.1, -0.1, 0.0], [0.0, 0.0, 0.0], [0.1, 0.1, -0.1], [0.0, 0.1, 0.2], [0.0, 0.0, 0.0], [0.0, 0.0, 0.0], [0.0, 0.0, 0.0], [0.0, 0.0, 0.0], [0.0, 0.0, 0.0], [0.0, 0.0, 0.0], [0.0, 0.0, 0.0], [0.0, 0.0, 0.0], [0.0, 0.0, 0.0], [0.0, 0.0, 0.0], [0.0, 0.0, 0.0], [0.0, 0.0, 0.0], [0.0, 0.0, 0.0], [0.0, 0.0, 0.0], [0.0, 0.0, 0.0], [0.0, 0.0, 0.0], [0.0, 0.0, 0.0], [0.0, 0.0, 0.0], [0.0, 0.0, 0.0], [0.0, 0.0, 0.0], [0.0, 0.0, 0.0], [0.0, 0.0, 0.0], [0.0, 0.0, 0.0], [0.0, 0.0, 0.0], [0.0, 0.0, 0.0], [0.0, 0.0, 0.0], [0.0, 0.0, 0.0], [0.0, 0.0, 0.0], [0.0, 0.0, 0.0], [0.0, 0.0, 0.0], [0.0, 0.0, 0.0], [0.0, 0.0, 0.0], [0.0, 0.0, 0.0], [0.0, 0.0, 0.0], [0.0, 0.0, 0.0], [0.0, 0.0, 0.0], [0.0, 0.0, 0.0], [0.0, 0.0, 0.0]]
}

---

Entry 5:
{
  "formula": "C25H46B2Cl2N7O8",
  "method": "ωB97M-V/def2-TZVPD",
  "e_lumo_ev": -4.7,
  "gap_ev": 6.84,
  "spin_multiplicity": 1,
  "e_tot_ha": -2935.10297,
  "total_charge": 1,
  "symbols": ["Cl", "Cl", "O", "O", "O", "O", "O", "O", "O", "O", "N", "N", "N", "N", "N", "N", "N", "C", "C", "C", "C", "C", "C", "C", "C", "C", "C", "C", "C", "C", "C", "C", "C", "C", "C", "C", "C", "C", "C", "C", "C", "C", "B", "B", "H", "H", "H", "H", "H", "H", "H", "H", "H", "H", "H", "H", "H", "H", "H", "H", "H", "H", "H", "H", "H", "H", "H", "H", "H", "H", "H", "H", "H", "H", "H", "H", "H", "H", "H", "H", "H", "H", "H", "H", "H", "H", "H", "H", "H", "H"],
  "coordinates": [[1.3358, -0.4365, 2.2709], [0.4577, -3.1492, 2.0382], [-6.8822, -1.2278, -0.7406], [-5.6333, 0.5204, -1.4790], [5.7282, 2.3366, -0.7601], [-0.0820, -7.6576, 1.0737], [-0.2529, -9.9157, 0.9001], [3.0225, 2.6203, -3.4986], [-0.6388, -1.3612, -3.5058], [-2.8617, -0.6053, -4.0236], [5.2243, 1.3632, 1.5047], [2.1283, 0.8206, -1.9545], [0.2017, 6.7695, 4.5846], [0.3804, 4.6340, 3.4381], [3.2547, 2.0016, -0.1980], [2.9571, -0.5283, -0.0163], [2.5075, 5.8304, 4.3368], [-0.0603, -8.9290, 1.5661], [0.5904, 3.0979, -2.3312], [-7.3596, 1.9834, -2.0704], [-0.0708, 5.1961, 2.1165], [0.4190, 4.3564, 0.8235], [-7.9405, 0.8923, -1.2000], [0.2810, -8.9132, 3.0298], [4.6315, -2.3003, -1.3413], [1.7370, -1.1349, 0.5775], [2.7437, 0.7099, -0.7794], [0.0844, -0.1038, -3.2701], [2.3695, 2.4912, 0.9177], [0.2935, -6.7438, 2.1076], [3.9079, -1.4677, -0.6036], [2.0193, 4.0916, 0.7586], [-2.0245, -1.0219, -3.1446], [-5.8851, 1.9018, -1.7577], [1.7616, -2.7485, 0.7497], [1.0026, 5.7962, 4.1629], [-3.6964, -2.1438, -1.3919], [1.2980, -3.5692, -0.5765], [-6.8010, -0.0829, -1.1134], [-2.4083, -1.1745, -1.5592], [1.5986, -0.3705, -2.6831], [0.0178, -7.4711, 3.4015], [4.7073, 1.8901, 0.1989], [1.9513, 2.2024, -2.6149], [1.0673, 3.8661, 3.3288], [0.7924, 7.4903, 5.0473], [-3.7472, -2.4514, -0.2849], [0.1347, 4.9835, -0.1210], [1.3534, -6.4967, 1.9871], [-1.2376, 5.1385, 2.1212], [1.3335, -9.1801, 3.1535], [0.7453, -4.5349, -0.2430], [-0.2274, 3.4047, 0.7716], [-0.2950, -5.8284, 2.0208], [-0.3588, -9.5957, 3.5900], [-1.0349, -7.3497, 3.6781], [2.7591, 4.8352, 4.4949], [-0.0512, 2.6305, -1.4728], [-1.4555, -1.5630, -1.0155], [-7.7861, 2.9701, -1.8794], [1.6685, -1.3715, -2.1299], [-4.6391, -1.5120, -1.6672], [-5.2707, 2.2243, -2.6013], [1.3599, 1.9468, 0.8194], [0.6277, -7.1146, 4.2342], [2.2593, -0.4890, -3.6409], [-7.5289, 1.7408, -3.1249], [0.8285, -0.8437, -0.0791], [2.8565, 6.1275, 3.4086], [5.4185, -2.8451, -1.9910], [0.1712, 6.3284, 2.0002], [5.3560, 3.0267, -1.3627], [-8.1767, 1.2547, -0.1964], [2.7484, -3.1580, 1.2196], [2.5110, 4.6700, 1.6225], [2.1985, -3.8940, -1.2136], [2.4800, 4.5107, -0.2291], [2.5857, 3.1447, -4.2283], [0.5239, -2.9535, -1.1999], [-5.6140, 2.4907, -0.8758], [2.8494, 2.3843, 1.9752], [-3.5353, -3.0423, -2.1114], [-2.6459, -0.1251, -1.1064], [-0.0932, 3.1095, -3.2596], [-0.5466, 0.5778, -2.5924], [0.8289, 4.1881, -2.0392], [-8.8160, 0.4339, -1.6609], [0.2375, 0.3632, -4.3312], [5.1798, 0.3319, 1.5314], [6.1700, 1.7266, 1.7105]],
  "atomic_forces_ev_per_a": [[1.0, 0.4, -1.6], [0.9, -0.1, -1.2], [0.6, 0.9, -0.5], [-0.2, -0.3, 0.1], [-3.0, 0.3, 1.6], [-0.1, -0.3, -0.1], [0.0, 1.2, 0.2], [-3.6, -1.0, 0.8], [-1.2, 2.0, 1.2], [4.8, -2.4, 4.5], [-0.5, 0.5, -2.2], [1.1, -1.6, 2.5], [3.1, -2.8, -1.2], [1.7, 2.4, 0.0], [-0.8, -2.7, -0.6], [0.9, -1.6, -1.7], [-2.3, -1.0, -0.6], [0.0, -1.5, -0.7], [-0.4, -0.7, 0.3], [-0.4, 0.5, -0.3], [-1.7, -0.1, -1.3], [-0.2, 1.0, -0.3], [-0.2, 0.3, -0.4], [-0.2, 0.3, 0.4], [-3.4, 5.2, 3.7], [-1.7, -0.6, 0.4], [0.4, 2.1, -0.3], [0.6, 0.2, -0.8], [-1.3, 1.5, 0.8], [0.0, 0.5, 0.0], [3.2, -3.7, -4.5], [-0.1, -0.3, -0.1], [-3.8, 1.6, -2.3], [0.3, 0.6, -0.2], [-0.3, -0.8, -0.1], [-1.6, 1.6, 1.2], [0.5, 0.8, -0.4], [-0.2, -0.1, 0.2], [-0.5, -1.2, 0.7], [0.7, 0.2, -0.5], [-0.6, -1.2, -2.2], [0.0, 0.2, 0.7], [3.5, 0.2, -0.4], [1.1, 2.5, -1.1], [-0.5, 0.9, -0.1], [-0.4, -0.6, -0.4], [0.0, 0.3, -1.8], [0.3, -1.1, 1.8], [0.0, 0.0, 0.0], [2.0, 0.2, -0.2], [-0.1, -0.1, 0.0], [1.1, 1.7, -0.5], [1.3, 1.2, 0.1], [0.1, -0.2, -0.2], [0.3, -0.2, -0.2], [0.1, 0.0, 0.0], [0.3, 0.9, -0.3], [1.2, 0.9, -1.5], [-1.7, 0.5, -0.9], [0.1, -0.1, 0.0], [-0.1, 1.8, -0.5], [1.9, -1.6, 0.5], [0.1, -0.2, 0.2], [1.6, 0.7, 0.6], [-0.1, 0.0, -0.1], [-1.0, 0.2, 1.9], [0.0, 0.1, 0.1], [1.3, -0.6, 1.2], [0.1, -0.4, 0.7], [-1.8, 1.1, 1.7], [-0.1, -2.1, 0.3], [0.4, -1.0, 0.4], [-0.1, -0.2, 0.0], [-1.8, 1.0, -1.1], [-0.6, -0.9, -1.3], [-1.4, 0.8, 0.9], [-0.9, -0.9, 1.7], [1.0, -0.3, 1.1], [1.5, -1.1, 1.1], [0.0, -0.1, 0.0], [-0.9, -0.5, -2.1], [-0.6, 1.4, 1.5], [0.4, -1.8, -1.1], [1.1, 0.1, 1.3], [1.2, -0.9, -0.9], [-0.2, -1.8, -0.6], [0.1, -0.1, 0.4], [-0.5, -0.4, 2.0], [0.0, 0.9, 0.5], [-0.7, -0.7, -0.3]]
}

---

Entry 6:
{
  "formula": "H12O5S2",
  "method": "ωB97M-V/def2-TZVPD",
  "e_lumo_ev": 0.1,
  "gap_ev": 9.41,
  "spin_multiplicity": 1,
  "smiles": "SS.O.O.O.O.O",
  "e_tot_ha": -1179.70494,
  "total_charge": 0,
  "symbols": ["S", "S", "O", "O", "O", "O", "O", "H", "H", "H", "H", "H", "H", "H", "H", "H", "H", "H", "H"],
  "coordinates": [[3.1414, 1.4116, -1.8037], [1.3493, 2.4853, -2.1604], [-2.0685, -1.1062, 0.8033], [0.3525, 0.6922, 0.0999], [0.9805, -1.8784, -0.1108], [-3.2357, 0.8848, -0.9227], [1.9633, -0.7431, 2.8334], [-2.2976, 0.8978, -0.8529], [0.5611, -0.3346, 0.2505], [0.3927, -2.6651, 0.1660], [1.3411, -0.9701, 2.0817], [-2.4382, -1.4695, 1.5484], [-0.0828, 0.9574, 0.7820], [2.4242, 0.0594, 2.4610], [2.9112, 0.2454, -2.4074], [-3.6085, 1.7612, -0.9007], [0.4416, 2.4661, -1.1826], [0.6663, -1.9490, -1.0148], [-2.7938, -0.7450, 0.3296]],
  "atomic_forces_ev_per_a": [[-0.9, 0.8, 0.7], [0.9, 0.4, -1.5], [2.3, 0.6, -1.9], [4.7, -5.2, -6.0], [-1.7, -2.9, 0.4], [-1.4, -1.0, -0.1], [-0.4, 1.0, -2.0], [1.3, 0.6, 0.0], [-0.8, 2.9, -0.6], [1.4, 1.7, 0.5], [1.1, 0.3, 1.4], [-1.3, -1.4, 2.9], [-4.4, 2.5, 6.9], [-0.6, -1.2, 0.6], [-0.4, -0.2, -0.1], [0.3, 0.4, 0.1], [0.5, -0.8, 0.7], [0.4, 0.9, -0.9], [-1.1, 0.7, -0.9]]
}